DFT (ωB97M-V/def2-TZVPD) results for a molecular structure, C4H8O2 at a distorted geometry.

Summary:
LUMO energy   1.0670 eV
HOMO energy   -0.2870 Eh
Net charge   0
Total energy   -8367.522 eV
ΔE to the lowest compared entry with this formula, charge and spin   555.7 kJ/mol
F_max   3.16 eV/Å

Atoms and positions in Å:
C  0.941089  0.773555  0.052854
C  1.005021  -0.269585  1.171314
O  0.166428  -1.306230  0.684823
C  -1.077642  -0.930025  0.147620
C  -1.055556  0.311747  -1.373627
O  -0.411080  0.909361  -0.194157
H  1.283352  1.761388  0.357980
H  1.482324  0.424706  -0.836265
H  2.006193  -0.686799  1.349151
H  0.627033  0.147591  2.118405
H  -1.750582  -0.515713  0.908548
H  -1.415044  -1.782987  -0.383956
H  -1.497534  1.216092  -1.903920
H  -0.304002  -0.053101  -2.098771

Cartesian forces (eV/Å) of the 3 atoms listed first:
0.50 0.32 0.04
-0.09 0.24 -0.23
-0.47 0.38 -0.88

natural (NBO) population analysis, charges in e, atoms 1 to 8: -0.085, -0.094, -0.520, 0.094, -0.249, -0.580, 0.186, 0.175

DFT (ωB97M-V/def2-TZVPD) results for C4H8O2 in the gas phase.

Summary:
LUMO energy   1.0942 eV
HOMO energy   -0.3596 Eh
Net charge   0
Total energy   -8371.971 eV
SMILES   C[C@H]1COCO1
ΔE to the lowest compared entry with this formula, charge and spin   126.4 kJ/mol
F_max   0.40 eV/Å

Atoms and positions in Å:
C  0.063605  0.106065  1.826145
C  -0.154402  -0.309568  0.388666
C  -0.899064  0.623181  -0.556160
O  -0.537312  0.080649  -1.815181
C  0.778947  -0.418708  -1.663963
O  1.093150  -0.409101  -0.291656
H  -0.899587  0.219933  2.335524
H  0.631367  -0.672377  2.345115
H  0.618387  1.046209  1.901746
H  -0.664653  -1.286598  0.362203
H  -1.987237  0.590073  -0.460725
H  -0.545449  1.662614  -0.459818
H  0.806169  -1.440076  -2.071069
H  1.503718  0.218162  -2.188434

Cartesian forces (eV/Å) of the 3 atoms listed first:
0.00 0.03 -0.01
-0.21 0.01 0.13
-0.11 0.07 0.26

natural (NBO) population analysis, charges in e, atoms 1 to 8: -0.622, 0.067, -0.092, -0.532, 0.227, -0.530, 0.215, 0.224

DFT (ωB97M-V/def2-TZVPD) results for 2 unconnected molecules or ions with the total composition C4H8O2.

Summary:
LUMO energy   0.9695 eV
HOMO energy   -0.3615 Eh
Net charge   0
Total energy   -8369.892 eV
SMILES   C=C[C@@]1(O)CO1.[H][H]
ΔE to the lowest compared entry with this formula, charge and spin   327.0 kJ/mol
F_max   0.30 eV/Å

Atoms and positions in Å:
C  -1.455523  -0.034927  -1.649320
C  -1.250986  0.158990  -0.352264
C  -0.096450  -0.417830  0.388005
O  0.861204  -0.935468  -0.459198
C  0.248061  0.023226  1.745728
O  -0.428644  -1.217459  1.505112
H  -0.751887  -0.607449  -2.245537
H  -2.335581  0.360874  -2.147614
H  -1.953241  0.725149  0.255831
H  1.436773  -1.506084  0.067117
H  1.278823  -0.075682  2.089515
H  -0.341356  0.781098  2.262523
H  2.460499  1.490768  -1.075484
H  2.328306  1.254793  -0.384416

Cartesian forces (eV/Å) of the 3 atoms listed first:
0.02 0.02 0.12
-0.09 -0.03 -0.14
-0.10 0.19 -0.12

natural (NBO) population analysis, charges in e, atoms 1 to 8: -0.355, -0.229, 0.435, -0.693, -0.141, -0.492, 0.214, 0.202

DFT (ωB97M-V/def2-TZVPD) results for C4H8O2 in the gas phase.

Summary:
LUMO energy   0.9098 eV
HOMO energy   -0.3668 Eh
Net charge   0
Total energy   -8372.181 eV
SMILES   C[C@@H](O)CC=O
ΔE to the lowest compared entry with this formula, charge and spin   106.2 kJ/mol
F_max   0.50 eV/Å

Atoms and positions in Å:
C  0.461155  1.671508  -0.549556
C  0.404843  0.170602  -0.339506
O  1.403784  -0.131923  0.627337
C  -0.979644  -0.300667  0.144065
C  -0.848396  -1.715434  0.653642
O  -0.678766  -2.664303  -0.078433
H  1.432726  1.951790  -0.963114
H  -0.321890  2.022981  -1.227235
H  0.341062  2.176324  0.414751
H  0.625820  -0.359491  -1.277067
H  1.623755  -1.068565  0.555872
H  -1.695265  -0.280175  -0.686082
H  -1.344822  0.351149  0.943693
H  -0.845793  -1.848707  1.755234

Cartesian forces (eV/Å) of the 3 atoms listed first:
0.00 0.05 -0.02
-0.19 0.12 -0.24
0.12 -0.21 0.08

natural (NBO) population analysis, charges in e, atoms 1 to 8: -0.620, 0.111, -0.726, -0.538, 0.443, -0.526, 0.222, 0.212

DFT (ωB97M-V/def2-TZVPD) results for 2 unconnected molecules or ions with the total composition C4H8O2 at a distorted geometry.

Summary:
LUMO energy (spin up / spin down)   -0.0176 / -0.0167 eV
HOMO energy (spin up / spin down)   -0.3079 / -0.3079 Eh
Net charge   0
Total energy   -8366.339 eV
ΔE to the lowest compared entry with this formula, charge and spin   669.8 kJ/mol
F_max   3.86 eV/Å

Atoms and positions in Å:
O  -0.113741  2.269493  -0.673347
C  -0.500997  1.665213  0.538306
C  -0.441280  0.134259  0.563502
C  -0.453271  -0.725324  -0.564251
C  0.435625  -1.944790  -0.339657
O  1.309653  -1.266134  0.546225
H  0.852289  2.286220  -0.738107
H  0.063059  2.106606  1.395418
H  -1.540156  1.974894  0.692567
H  -0.512740  -0.235250  1.601907
H  -1.312137  -0.761361  -1.238368
H  1.234984  -0.370669  -0.545987
H  1.072134  -2.269018  -1.192164
H  -0.093421  -2.864140  -0.046045

Cartesian forces (eV/Å) of the 3 atoms listed first:
0.22 -0.04 -0.13
-0.48 -0.21 -0.02
-0.70 0.17 -0.60

natural (NBO) population analysis, charges in e, atoms 1 to 8: -0.704, -0.142, 0.040, -0.392, -0.141, -0.730, 0.472, 0.189

DFT (ωB97M-V/def2-TZVPD) results for C4H8O2 in the gas phase.

Summary:
LUMO energy   0.8208 eV
HOMO energy   -0.3588 Eh
Net charge   0
Total energy   -8371.665 eV
SMILES   O[C@@H]1CC[C@@H]1O
ΔE to the lowest compared entry with this formula, charge and spin   156.0 kJ/mol
F_max   0.48 eV/Å

Atoms and positions in Å:
O  -2.050649  -0.584185  -0.367744
C  -0.794652  -0.060075  -0.687807
C  0.441712  -0.990087  -0.700689
C  1.241463  0.141892  -0.009784
C  -0.074084  0.844295  0.341248
O  -0.542762  0.541573  1.646224
H  -2.123282  -0.537626  0.594104
H  -0.870354  0.469151  -1.645258
H  0.794544  -1.322674  -1.682099
H  0.297900  -1.868945  -0.065682
H  1.840602  0.729470  -0.710840
H  1.849516  -0.151196  0.852267
H  -0.136555  1.927555  0.169097
H  0.126603  0.860852  2.266963

Cartesian forces (eV/Å) of the 3 atoms listed first:
0.05 0.20 0.15
0.27 0.04 -0.27
0.01 -0.24 -0.11

natural (NBO) population analysis, charges in e, atoms 1 to 8: -0.702, 0.094, -0.428, -0.434, 0.069, -0.734, 0.484, 0.171

DFT (ωB97M-V/def2-TZVPD) results for 2 unconnected molecules or ions with the total composition C4H8O2.

Summary:
LUMO energy   0.7992 eV
HOMO energy   -0.3624 Eh
Net charge   0
Total energy   -8369.996 eV
SMILES   CC(=O)[C@H]1CO1.[H][H]
ΔE to the lowest compared entry with this formula, charge and spin   317.0 kJ/mol
F_max   0.57 eV/Å

Atoms and positions in Å:
C  -0.983010  0.282733  -1.541387
C  0.194507  -0.357322  -0.846141
O  0.658008  -1.413999  -1.207547
C  0.863039  0.492963  0.217846
C  0.461710  0.664771  1.618466
O  1.585383  -0.124213  1.253391
H  -0.582784  0.813029  -2.412430
H  -1.669431  -0.486827  -1.902724
H  -1.512757  1.002527  -0.910361
H  1.368162  1.341239  -0.253504
H  -0.381850  0.121616  2.044042
H  0.698094  1.609806  2.110097
H  -0.673970  -1.858768  1.089759
H  -0.066494  -2.090174  0.730694

Cartesian forces (eV/Å) of the 3 atoms listed first:
-0.05 0.03 -0.04
0.20 -0.17 -0.28
-0.12 0.55 0.08

natural (NBO) population analysis, charges in e, atoms 1 to 8: -0.728, 0.585, -0.522, -0.056, -0.101, -0.462, 0.245, 0.247

DFT (ωB97M-V/def2-TZVPD) results for 2 unconnected molecules or ions with the total composition C4H8O2.

Summary:
LUMO energy   0.6267 eV
HOMO energy   -0.3457 Eh
Net charge   0
Total energy   -8369.014 eV
SMILES   C[C@H]1C(=O)[C@H]1O.[H][H]
ΔE to the lowest compared entry with this formula, charge and spin   411.8 kJ/mol
F_max   0.94 eV/Å

Atoms and positions in Å:
C  1.723600  -0.324357  -0.279878
C  0.484896  -0.145149  0.550511
C  -0.550762  0.642356  -0.092430
O  -0.679542  1.422313  -1.014663
C  -0.960813  -0.727798  0.134953
O  -1.205925  -1.378251  -1.058552
H  2.125653  -1.333366  -0.172892
H  1.480797  -0.143190  -1.331508
H  2.481505  0.406204  0.017139
H  0.579040  -0.206123  1.636036
H  -1.496815  -1.124589  0.996845
H  -1.314106  -0.658564  -1.704270
H  -1.361373  1.618155  1.512991
H  -1.405501  1.977025  0.867552

Cartesian forces (eV/Å) of the 3 atoms listed first:
0.17 -0.06 -0.06
0.23 0.05 -0.08
0.17 0.01 -0.51

natural (NBO) population analysis, charges in e, atoms 1 to 8: -0.615, -0.326, 0.542, -0.581, -0.002, -0.682, 0.220, 0.226

DFT (ωB97M-V/def2-TZVPD) results for a molecular structure, C4H8O2 at a distorted geometry.

Summary:
LUMO energy   0.6143 eV
HOMO energy   -0.3260 Eh
Net charge   0
Total energy   -8367.721 eV
ΔE to the lowest compared entry with this formula, charge and spin   536.6 kJ/mol
F_max   4.16 eV/Å

Atoms and positions in Å:
O  0.613297  -0.717078  -1.439639
C  1.270607  0.178947  -0.623136
C  0.458326  0.770914  0.495122
C  -0.964879  0.989952  0.044349
C  -0.680140  0.022056  1.000558
O  -0.695019  -1.751867  0.385576
H  0.176582  -1.609462  -0.498598
H  1.668458  0.857727  -1.389986
H  2.155482  -0.384008  -0.309147
H  1.021307  1.412083  1.163374
H  -0.749894  0.470467  -1.114789
H  -1.644253  1.821602  0.157789
H  -0.996963  -0.191095  2.010619
H  -1.632910  -1.870236  0.117907

Cartesian forces (eV/Å) of the 3 atoms listed first:
-1.92 -2.09 1.59
2.24 -1.15 -2.09
0.56 0.33 0.37

natural (NBO) population analysis, charges in e, atoms 1 to 8: -0.806, -0.091, -0.287, -0.521, 0.139, -0.843, 0.524, 0.181

DFT (ωB97M-V/def2-TZVPD) results for C4H8O2 in the gas phase.

Summary:
LUMO energy   0.8939 eV
HOMO energy   -0.3585 Eh
Net charge   0
Total energy   -8371.570 eV
SMILES   CCOCC=O
ΔE to the lowest compared entry with this formula, charge and spin   165.2 kJ/mol
F_max   0.55 eV/Å

Atoms and positions in Å:
C  1.967116  0.870044  0.268541
C  0.877629  -0.111994  -0.117906
O  -0.156328  0.050897  0.842695
C  -1.368518  -0.577832  0.570674
C  -1.957483  -0.312523  -0.807683
O  -1.804160  0.710336  -1.427793
H  1.506124  1.850341  0.423425
H  2.458089  0.567872  1.198566
H  2.723774  0.959906  -0.517507
H  1.252318  -1.149877  -0.125699
H  0.499526  0.117893  -1.121078
H  -2.086738  -0.161980  1.291376
H  -1.342206  -1.667176  0.739997
H  -2.569146  -1.145901  -1.217603

Cartesian forces (eV/Å) of the 3 atoms listed first:
0.03 0.02 0.00
0.18 0.02 -0.19
-0.04 0.14 0.06

natural (NBO) population analysis, charges in e, atoms 1 to 8: -0.620, -0.072, -0.522, -0.168, 0.408, -0.506, 0.221, 0.209